# 1
{
  "formula": "C3H5NO2",
  "method": "ωB97M-V/def2-TZVPD",
  "e_lumo_ev": 0.93,
  "homo_ev": -9.435,
  "relative_energy_kcal_mol": 140.1,
  "spin_multiplicity": 1,
  "largest_force_ev_per_a": 4.22,
  "smiles": "C=N/C=C\\OO",
  "elements": ["C", "C", "C", "O", "O", "N", "H", "H", "H", "H", "H"],
  "positions_angstrom": [[1.266920, -0.023341, 0.446172], [0.977458, 0.640863, -0.635122], [-1.396868, 0.491565, -1.162896], [0.097672, -0.096850, 1.390339], [-0.350631, -1.460083, 1.570005], [-0.494555, 1.257888, -0.686159], [-0.146345, -1.541046, 2.516382], [2.114862, -0.586757, 0.793119], [1.571073, 0.977773, -1.469542], [-2.361435, 0.933403, -1.455683], [-1.278152, -0.593415, -1.306616]],
  "forces_ev_per_a": [[-2.52, -1.33, 2.27], [-3.87, 1.68, -0.18], [0.69, 0.35, 0.28], [1.99, 0.19, -1.10], [0.68, 0.38, 0.13], [2.27, -1.22, -1.52], [-0.15, -0.25, -0.24], [0.30, 0.18, -0.17], [0.24, -0.17, 0.16], [0.26, -0.15, 0.54], [0.11, 0.32, -0.17]],
  "nbo_charge": [0.041, -0.080, -0.051, -0.303, -0.448, -0.386, 0.463, 0.205, 0.224, 0.176, 0.158]
}

# 2
{
  "formula": "C3H5NO2",
  "method": "ωB97M-V/def2-TZVPD",
  "e_lumo_ev": -0.15,
  "homo_ev": -9.446,
  "relative_energy_kcal_mol": 99.5,
  "spin_multiplicity": 1,
  "largest_force_ev_per_a": 0.59,
  "elements": ["O", "N", "C", "C", "O", "C", "H", "H", "H", "H", "H"],
  "positions_angstrom": [[2.494332, -0.684228, 0.511838], [1.371213, -0.475783, 0.889135], [0.519333, 0.117290, -0.157016], [-0.601627, 1.001942, 0.402658], [-1.612733, 0.047633, 0.053422], [-0.638308, -0.834310, -0.508119], [1.132890, 0.491929, -0.979953], [-0.737263, 1.955174, -0.120246], [-0.547968, 1.172985, 1.484688], [-0.602639, -1.801393, 0.006819], [-0.777231, -0.991236, -1.583230]],
  "forces_ev_per_a": [[-0.45, 0.09, 0.27], [0.50, -0.07, -0.31], [0.00, 0.08, -0.06], [0.14, 0.30, 0.15], [-0.18, 0.00, 0.02], [0.10, -0.33, -0.16], [-0.09, -0.05, 0.13], [0.03, -0.14, 0.07], [0.00, -0.04, -0.17], [-0.02, 0.12, -0.07], [-0.01, 0.03, 0.14]],
  "nbo_charge": [-0.271, 0.156, -0.217, -0.058, -0.523, -0.050, 0.210, 0.185, 0.191, 0.189, 0.188]
}

# 3
{
  "formula": "C3H5NO2",
  "method": "ωB97M-V/def2-TZVPD",
  "e_lumo_ev": 0.81,
  "homo_ev": -8.878,
  "relative_energy_kcal_mol": 116.4,
  "spin_multiplicity": 1,
  "largest_force_ev_per_a": 6.47,
  "smiles": "C1=NOCCO1",
  "elements": ["C", "C", "C", "H", "H", "H", "H", "H", "N", "O", "O"],
  "positions_angstrom": [[0.133109, -1.269744, -0.254551], [0.236979, -0.747880, 1.137825], [0.066629, 0.880397, -0.972376], [-1.009247, -1.445335, -0.176559], [0.493030, -2.323724, -0.749533], [-0.271976, -1.455338, 1.760310], [1.263558, -0.380724, 1.544083], [0.449424, 1.764338, -1.711163], [-0.123457, 1.363348, 0.222286], [-0.409656, 0.540932, 1.160525], [0.074544, -0.400845, -1.371593]],
  "forces_ev_per_a": [[-4.35, -4.24, -2.23], [3.82, 2.52, 0.00], [1.47, 4.01, -0.35], [1.35, -0.72, -0.14], [-0.08, 2.64, 2.10], [-0.07, 0.02, 0.68], [-1.19, -1.63, -0.69], [-1.28, -2.79, 1.44], [1.22, 1.74, -4.97], [-2.44, -3.16, 4.04], [1.53, 1.60, 0.13]],
  "nbo_charge": [-0.137, -0.133, 0.277, 0.182, 0.234, 0.219, 0.191, 0.199, -0.184, -0.362, -0.487]
}

# 4
{
  "formula": "C3H5NO2",
  "method": "ωB97M-V/def2-TZVPD",
  "e_lumo_ev": 0.73,
  "homo_ev": -9.442,
  "relative_energy_kcal_mol": 38.6,
  "spin_multiplicity": 1,
  "largest_force_ev_per_a": 2.58,
  "smiles": "c1cocn1.O",
  "elements": ["C", "C", "C", "N", "O", "O", "H", "H", "H", "H", "H"],
  "positions_angstrom": [[-1.067581, -1.876229, 0.343796], [-0.566177, -1.846467, -0.900653], [0.784918, -0.880846, 0.416430], [-0.211704, -1.193682, 1.154142], [0.592747, -1.168180, -0.907209], [1.033689, 2.395175, 0.333741], [-2.026755, -2.386548, 0.645171], [0.489541, 2.118311, -0.417818], [-0.793529, -2.139806, -1.870415], [1.725449, -0.271490, 0.609041], [0.737004, 3.360547, 0.461638]],
  "forces_ev_per_a": [[-1.98, -1.10, -0.57], [0.04, 0.31, -0.13], [1.45, 2.02, -0.68], [0.79, -0.21, 1.39], [0.92, -0.05, 1.21], [-0.93, 2.28, -0.02], [1.41, 0.91, -0.10], [0.16, -0.07, 0.18], [-1.02, -0.85, -1.18], [-1.63, -1.01, 0.07], [0.78, -2.23, -0.18]],
  "nbo_charge": [-0.125, 0.046, 0.307, -0.457, -0.415, -0.941, 0.223, 0.469, 0.203, 0.216, 0.473]
}

# 5
{
  "formula": "C3H5NO2",
  "method": "ωB97M-V/def2-TZVPD",
  "e_lumo_ev": 0.83,
  "homo_ev": -9.592,
  "relative_energy_kcal_mol": 57.5,
  "spin_multiplicity": 1,
  "largest_force_ev_per_a": 2.41,
  "smiles": "O=C1CCON1",
  "elements": ["C", "C", "C", "H", "H", "H", "H", "H", "N", "O", "O"],
  "positions_angstrom": [[0.796360, -0.767626, -0.540131], [0.208115, -0.432893, 0.843777], [-0.685374, 0.734748, 0.505235], [0.964817, -0.364225, 1.591029], [-0.557496, -1.174036, 1.147321], [-1.638551, 0.751320, 1.134722], [-0.162247, 1.726362, 0.580954], [0.351108, 0.533852, -2.177778], [0.001885, -0.112586, -1.497652], [1.783978, -1.405405, -0.731712], [-1.062596, 0.510489, -0.855766]],
  "forces_ev_per_a": [[-0.32, 0.90, 0.62], [-1.96, -0.92, -1.05], [-0.37, 1.64, 1.05], [0.47, 0.32, 0.38], [0.93, -0.39, -0.15], [1.29, 0.15, -1.02], [-0.42, -0.67, 0.02], [0.78, -0.09, -0.33], [0.04, -0.72, 0.62], [0.56, -0.37, -0.58], [-1.00, 0.16, 0.44]],
  "nbo_charge": [0.664, -0.550, -0.075, 0.248, 0.236, 0.203, 0.169, 0.391, -0.359, -0.547, -0.380]
}

# 6
{
  "formula": "C3H5NO2",
  "method": "ωB97M-V/def2-TZVPD",
  "e_lumo_ev": [0.59, 0.59],
  "homo_ev": [-8.427, -8.428],
  "relative_energy_kcal_mol": 114.6,
  "spin_multiplicity": 1,
  "largest_force_ev_per_a": 4.36,
  "elements": ["C", "C", "C", "N", "O", "O", "H", "H", "H", "H", "H"],
  "positions_angstrom": [[0.811287, 0.228637, -0.395505], [-0.429485, 0.313939, 0.541015], [-1.139539, -1.384188, -0.739029], [0.515751, -0.642655, -1.482057], [-1.048463, -0.959875, 0.510795], [-0.947382, -0.523517, -1.760684], [1.056980, 1.245525, -0.715603], [1.675270, -0.203862, 0.115222], [-0.176358, 0.544479, 1.575182], [-1.118121, 1.067014, 0.147426], [-1.285561, -2.442830, -0.887027]],
  "forces_ev_per_a": [[-0.48, 0.28, 0.48], [0.47, 0.77, -0.01], [3.90, 1.46, -1.28], [-0.90, -2.27, 0.50], [-0.77, -0.37, -0.21], [-1.84, 0.24, 0.50], [-0.04, 0.13, 0.03], [0.02, 0.07, 0.01], [-0.13, -0.11, -0.07], [0.11, -0.16, 0.10], [-0.33, -0.03, -0.05]],
  "nbo_charge": [-0.311, -0.098, 0.551, -0.253, -0.449, -0.435, 0.196, 0.204, 0.206, 0.194, 0.195]
}

# 7
{
  "formula": "C3H5NO2",
  "method": "ωB97M-V/def2-TZVPD",
  "e_lumo_ev": -0.19,
  "homo_ev": -10.463,
  "relative_energy_kcal_mol": 90.4,
  "spin_multiplicity": 1,
  "largest_force_ev_per_a": 1.61,
  "smiles": "[H]/N=C1\\OCC1=O.[H][H]",
  "elements": ["O", "C", "C", "O", "C", "N", "H", "H", "H", "H", "H"],
  "positions_angstrom": [[0.028852, 1.173710, 1.657433], [0.067086, 0.387018, 0.756042], [0.903474, -0.854238, 0.418219], [-0.151091, -1.280118, -0.478430], [-0.911349, -0.140376, -0.295084], [-2.014116, 0.217329, -0.759075], [0.793420, 1.861196, 0.022570], [0.942098, 1.497746, -0.614207], [1.864046, -0.796023, -0.103814], [0.970065, -1.463300, 1.318984], [-2.424543, -0.499980, -1.357769]],
  "forces_ev_per_a": [[-0.35, -0.98, 0.04], [-0.44, -0.20, 1.36], [0.21, -0.11, 0.35], [-0.07, 0.00, -0.11], [-0.74, 0.14, 0.05], [0.35, -0.27, 0.23], [0.67, 0.55, -1.35], [0.44, 0.81, -0.52], [-0.22, 0.29, 0.22], [0.08, -0.33, -0.14], [0.07, 0.10, -0.13]],
  "nbo_charge": [-0.503, 0.519, -0.187, -0.487, 0.437, -0.616, 0.082, -0.033, 0.216, 0.211, 0.362]
}

# 8
{
  "formula": "C3H5NO2",
  "method": "ωB97M-V/def2-TZVPD",
  "e_lumo_ev": 0.74,
  "homo_ev": -8.768,
  "relative_energy_kcal_mol": 68.5,
  "spin_multiplicity": 1,
  "largest_force_ev_per_a": 3.53,
  "elements": ["C", "C", "O", "N", "C", "O", "H", "H", "H", "H", "H"],
  "positions_angstrom": [[-1.694387, 0.127567, 0.168399], [-0.438812, 0.385705, 0.417318], [0.262440, 1.380721, -0.082059], [0.601791, -0.468245, 0.860945], [1.397113, 0.155064, -0.156047], [1.471014, -0.391992, -1.327539], [0.490149, -0.583272, -1.508560], [-2.320945, 0.859271, -0.311887], [-2.132532, -0.722061, 0.654267], [0.450339, -1.466844, 0.739546], [2.322621, 0.614365, 0.097928]],
  "forces_ev_per_a": [[-1.61, -0.28, 0.58], [-0.65, -0.82, 0.12], [2.76, -0.65, -0.67], [-0.29, -0.17, 0.25], [0.15, 3.06, 1.76], [-2.41, -1.06, -1.95], [1.63, -0.17, -0.47], [-0.03, 0.06, -0.06], [-0.33, -0.29, -0.04], [0.04, 0.18, 0.00], [0.74, 0.15, 0.47]],
  "nbo_charge": [-0.613, 0.452, -0.540, -0.660, 0.527, -0.638, 0.491, 0.226, 0.206, 0.377, 0.174]
}

# 9
{
  "formula": "C3H5NO2",
  "method": "ωB97M-V/def2-TZVPD",
  "e_lumo_ev": -0.35,
  "homo_ev": -9.829,
  "relative_energy_kcal_mol": 85.0,
  "spin_multiplicity": 1,
  "largest_force_ev_per_a": 0.44,
  "elements": ["C", "N", "C", "O", "C", "O", "H", "H", "H", "H", "H"],
  "positions_angstrom": [[1.583891, 0.191822, 0.313333], [-0.444900, -0.306082, -0.180814], [-0.724370, 0.967655, -0.060559], [0.225397, 1.727282, 0.218743], [-1.389374, -1.264270, -0.494537], [-1.145995, -2.441592, -0.614617], [1.757274, -0.689606, -0.289070], [1.466383, 0.002369, 1.372916], [2.214134, 1.035948, 0.061984], [-1.734544, 1.375320, -0.186170], [-2.419082, -0.868190, -0.634410]],
  "forces_ev_per_a": [[0.24, -0.07, 0.07], [-0.09, 0.14, -0.01], [0.08, 0.00, 0.03], [-0.18, -0.22, -0.07], [-0.01, -0.23, -0.03], [-0.06, 0.43, 0.05], [-0.07, 0.14, 0.09], [-0.02, 0.04, -0.17], [-0.12, -0.10, 0.03], [0.10, -0.07, 0.01], [0.12, -0.06, 0.01]],
  "nbo_charge": [-0.196, -0.591, 0.502, -0.566, 0.526, -0.557, 0.208, 0.208, 0.201, 0.169, 0.096]
}

# 10
{
  "formula": "C3H5NO2",
  "method": "ωB97M-V/def2-TZVPD",
  "e_lumo_ev": -5.09,
  "homo_ev": -8.895,
  "relative_energy_kcal_mol": 218.2,
  "spin_multiplicity": 1,
  "largest_force_ev_per_a": 4.59,
  "elements": ["O", "C", "N", "C", "O", "C", "H", "H", "H", "H", "H"],
  "positions_angstrom": [[1.926837, 2.050048, 0.425951], [-0.269991, -0.513795, -0.742087], [0.036228, -1.591518, 0.018813], [0.164824, -1.027850, 1.279630], [-0.262289, -1.555456, 2.292637], [-1.486693, -0.122515, -1.230890], [0.596904, 0.193762, -0.903667], [0.789185, -0.142474, 1.504805], [2.351909, 2.907460, 0.226492], [-2.291052, -0.674094, -0.746260], [-1.555863, 0.476432, -2.125424]],
  "forces_ev_per_a": [[-0.24, -0.31, -0.15], [-0.71, -0.23, -1.01], [-1.48, 1.24, -0.14], [2.57, 0.07, 3.80], [-0.65, -0.48, -1.61], [1.43, -1.86, -0.04], [0.21, 0.57, 0.57], [-0.26, 0.37, -1.26], [-0.26, -0.47, -0.13], [-0.34, 0.48, -0.56], [-0.27, 0.62, 0.52]],
  "nbo_charge": [-0.782, -0.063, -0.211, 0.433, -0.455, -0.289, 0.305, 0.174, 0.423, 0.228, 0.236]
}